14
Properties=species:S:1:pos:R:3:mulliken_charge:R:1 method="wB97M-V/def2-TZVPD" largest_force_ev_per_a=5.34 smiles=Nc1ccccc1 homo_energy_ev=-8.18 e_lumo_ev=1.12 energy_ha=-287.530105 gap_ev=9.30
N -2.268 0.719 0.365 -0.46
C -0.940 0.301 0.138 0.62
C -0.168 0.827 -0.922 -0.49
C 1.182 0.349 -1.008 -0.27
C 1.658 -0.794 -0.480 -0.54
C 0.935 -1.280 0.599 -0.28
C -0.246 -0.669 0.973 -0.34
H -2.795 -0.032 0.751 0.22
H -2.503 1.611 0.164 0.18
H -0.383 1.746 -1.555 0.25
H 1.862 1.046 -1.519 0.31
H 2.670 -1.132 -0.683 0.34
H 1.673 -1.967 1.118 0.23
H -0.677 -0.723 2.059 0.23


15
Properties=species:S:1:pos:R:3:mulliken_charge:R:1 method="wB97M-V/def2-TZVPD" largest_force_ev_per_a=0.85 smiles=O.O.O.O.O homo_energy_ev=-10.49 e_lumo_ev=0.06 energy_ha=-382.168761 gap_ev=10.56
O -1.282 0.548 -0.028 -0.61
H -2.240 0.480 -0.102 0.29
H -1.041 1.198 -0.699 0.32
O 2.309 -0.724 1.614 -0.67
H 2.186 0.009 1.001 0.36
H 3.075 -1.195 1.267 0.33
O -5.519 -0.525 0.343 -0.63
H -4.689 -0.643 -0.133 0.31
H -6.151 -0.283 -0.343 0.32
O 2.142 1.793 0.048 -0.67
H 1.555 2.447 0.445 0.34
H 1.545 1.118 -0.292 0.31
O 2.993 -1.351 -0.777 -0.65
H 2.159 -1.817 -0.650 0.36
H 2.958 -1.054 -1.694 0.28


14
Properties=species:S:1:pos:R:3:mulliken_charge:R:1 method="wB97M-V/def2-TZVPD" largest_force_ev_per_a=1.55 smiles="O=CO.CCO" homo_energy_ev=-10.24 e_lumo_ev=0.54 energy_ha=-344.799878 gap_ev=10.77
O 1.976 1.436 -0.302 -0.40
C 1.401 2.151 0.452 0.15
O 0.352 2.902 0.066 -0.41
H 1.819 2.425 1.431 0.32
H -0.206 3.116 0.833 0.34
C -0.284 -1.308 -1.173 -0.94
C -0.599 -1.060 0.315 -0.03
O -1.818 -1.690 0.681 -0.55
H 0.330 -2.204 -1.218 0.31
H 0.372 -0.535 -1.579 0.28
H -1.213 -1.220 -1.726 0.30
H 0.273 -1.377 0.904 0.26
H -0.726 0.002 0.547 0.07
H -1.677 -2.639 0.768 0.30


10
Properties=species:S:1:pos:R:3:mulliken_charge:R:1 method="wB97M-V/def2-TZVPD" largest_force_ev_per_a=9.68 smiles="N#CC(C#N)OC=S" homo_energy_ev=-9.69 e_lumo_ev=-0.94 energy_ha=-736.436380 gap_ev=8.74
N -1.282 2.419 -0.455 -0.36
C -1.163 1.324 -0.021 0.18
C -1.064 0.072 0.646 0.48
C -1.974 -0.925 0.138 0.10
N -2.605 -1.823 -0.430 -0.43
O 0.134 -0.522 0.020 -0.27
C 1.274 0.252 0.350 -0.09
S 2.708 -0.360 -0.198 -0.19
H -0.834 0.139 1.707 0.31
H 1.208 1.286 0.816 0.27


21
Properties=species:S:1:pos:R:3:lowdin_spin:R:1 method="wB97M-V/def2-TZVPD" largest_force_ev_per_a=3.77 homo_energy_ev="-16.98 / -16.16" e_lumo_ev="-9.04 / -9.67" charge=+2 spin_multiplicity=4 energy_ha=-1462.303663 gap_ev="7.94 / 6.49"
F -0.501 -0.661 2.538 0.00
C 0.110 2.155 -0.448 0.00
O -0.050 1.088 0.498 0.03
C 0.702 1.224 1.711 0.00
C -0.040 0.643 2.878 0.00
H -0.523 2.046 -1.335 0.00
H -0.151 3.081 0.074 0.00
H 1.117 2.011 -0.857 0.00
H 0.866 2.289 1.919 0.00
H 1.634 0.668 1.532 0.00
H -0.946 1.202 3.133 0.00
H 0.589 0.551 3.767 0.00
Er -2.124 -0.531 0.487 2.09
C -0.571 -2.346 -2.796 0.02
O 0.200 -1.287 -2.295 0.33
C 0.266 -1.251 -0.894 0.44
H -0.647 -2.228 -3.883 0.00
H -0.112 -3.321 -2.554 0.01
H -1.587 -2.351 -2.357 0.01
H 1.211 -0.747 -0.645 0.02
H 0.556 -2.235 -0.474 0.05


16
Properties=species:S:1:pos:R:3:mulliken_charge:R:1 method="wB97M-V/def2-TZVPD" largest_force_ev_per_a=2.40 smiles=CC.CC homo_energy_ev=-10.70 e_lumo_ev=1.10 energy_ha=-159.546828 gap_ev=11.81
C -0.669 2.744 -0.018 -0.90
C -1.041 1.455 -0.845 -0.58
H 0.043 2.479 0.782 0.29
H 0.042 3.226 -0.687 0.26
H -1.516 3.260 0.402 0.30
H -0.337 1.185 -1.635 0.28
H -2.056 1.332 -1.205 0.33
H -0.787 0.727 -0.067 -0.04
C 1.568 -2.143 0.312 -0.80
C 0.074 -1.950 0.462 -0.56
H 1.956 -3.073 0.774 0.28
H 1.835 -2.406 -0.712 0.27
H 2.125 -1.338 0.792 0.27
H -0.411 -1.077 0.025 -0.01
H -0.638 -2.706 0.108 0.32
H -0.190 -1.716 1.512 0.28


Please write out number 5 again, unchanged.
21
Properties=species:S:1:pos:R:3:lowdin_spin:R:1 method="wB97M-V/def2-TZVPD" largest_force_ev_per_a=3.77 homo_energy_ev="-16.98 / -16.16" e_lumo_ev="-9.04 / -9.67" charge=+2 spin_multiplicity=4 energy_ha=-1462.303663 gap_ev="7.94 / 6.49"
F -0.501 -0.661 2.538 0.00
C 0.110 2.155 -0.448 0.00
O -0.050 1.088 0.498 0.03
C 0.702 1.224 1.711 0.00
C -0.040 0.643 2.878 0.00
H -0.523 2.046 -1.335 0.00
H -0.151 3.081 0.074 0.00
H 1.117 2.011 -0.857 0.00
H 0.866 2.289 1.919 0.00
H 1.634 0.668 1.532 0.00
H -0.946 1.202 3.133 0.00
H 0.589 0.551 3.767 0.00
Er -2.124 -0.531 0.487 2.09
C -0.571 -2.346 -2.796 0.02
O 0.200 -1.287 -2.295 0.33
C 0.266 -1.251 -0.894 0.44
H -0.647 -2.228 -3.883 0.00
H -0.112 -3.321 -2.554 0.01
H -1.587 -2.351 -2.357 0.01
H 1.211 -0.747 -0.645 0.02
H 0.556 -2.235 -0.474 0.05